Computed, not measured: a cluster of 7 separate species, C30H66F4N9O15P3 in total in a non-equilibrium geometry, with ωB97M-V/def2-TZVPD.

Last column: Mulliken charge in e.
Atoms and positions in Å:
P 6.2197 -8.0663 0.6013  0.533
P 14.5825 -2.5207 -4.7973  0.344
P 9.5476 -3.1359 7.2807  0.289
F 6.4821 0.2459 -2.8100  -0.286
F 11.6670 -0.0371 2.7172  -0.362
F 13.5286 -4.4631 2.4826  -0.277
F 13.3386 1.5698 -0.4982  -0.249
O 10.5631 -1.6638 1.9234  -0.353
O 12.8932 -6.7189 2.5790  -0.175
O 13.7678 -3.6795 -4.2786  -0.911
O 5.1301 -8.7565 1.3561  -0.845
O 12.1907 3.5926 -3.8259  -0.567
O 11.8592 4.1366 -1.6508  -0.345
O 9.3583 -2.7920 0.2773  -0.662
O 9.6889 -0.4443 -2.7058  -0.177
O 13.5842 2.9046 -2.2185  -0.316
O 10.6614 -2.5502 8.0817  -0.853
O 10.4061 0.5270 -0.9273  -0.586
O 14.7390 -7.6154 3.1419  -0.331
O 13.0976 -8.8443 2.0133  -0.623
O 11.4963 -2.0573 0.0052  -0.222
O 8.4596 1.2465 -2.0187  -0.321
N 7.9041 -2.9900 7.8399  0.259
N 6.9847 -6.7785 1.5073  0.324
N 7.5419 -9.0579 0.1716  0.162
N 14.0467 -1.8338 -6.2937  0.271
N 9.4888 -2.3061 5.7823  0.218
N 14.4425 -1.3006 -3.6799  0.386
N 16.2384 -3.0243 -4.8468  0.259
N 9.8964 -4.8812 6.9646  0.191
N 5.5800 -7.4414 -0.8764  0.207
C 13.6524 -5.6554 3.1804  0.383
C 10.1614 -1.0797 5.6120  -1.064
C 13.5308 -7.8070 2.6225  0.613
C 9.5100 0.3177 -1.7461  0.610
C 13.0670 -2.6392 -7.1035  -1.177
C 13.5552 -0.1810 -3.9152  -0.547
C 13.5980 2.8918 -0.7960  0.235
C 7.9218 -10.1903 1.0890  -1.079
C 9.0706 -2.8809 4.4978  -0.509
C 14.7477 -1.6202 -2.3054  -1.217
C 6.7798 -3.5782 7.1784  -1.094
C 16.5830 -4.4191 -5.0264  -0.955
C 8.5186 -0.5440 -3.5312  -0.467
C 14.9753 -6.2424 2.9184  -0.546
C 5.3176 -8.2378 -2.0625  -1.097
C 12.4713 -1.3795 0.7882  0.234
C 4.5206 -6.4008 -0.7216  -1.218
C 7.5004 -1.9466 8.7812  -0.993
C 10.2984 -2.0843 0.6471  0.594
C 12.5140 3.4699 -2.6661  0.697
C 7.5004 -5.5643 0.8252  -1.339
C 17.1969 -2.0399 -5.2901  -1.028
C 7.6831 0.6905 -3.1309  0.398
C 10.5266 -5.3898 5.7064  -1.121
C 11.8371 -1.2682 2.2025  0.424
C 14.6319 -0.7707 -7.1326  -0.983
C 10.2312 -5.6200 8.1712  -1.191
C 12.4123 3.7490 -0.4465  -0.322
C 7.2846 -6.9679 2.9266  -0.917
C 8.7511 -8.6968 -0.7869  -0.934
H 4.2903 -8.5976 -2.0040  0.362
H 7.9991 -1.4859 -3.3548  0.276
H 17.0752 -1.0417 -4.8696  0.332
H 5.2408 -7.5313 -2.8890  0.329
H 8.2426 -6.4804 3.1074  0.181
H 6.9873 -10.5321 1.5340  0.379
H 13.4594 -2.9058 -8.0849  0.395
H 8.5822 -5.4346 0.8569  0.405
H 4.1359 -6.0230 -1.6689  0.364
H 13.4411 -1.8760 0.7558  0.494
H 11.1971 -4.5528 5.5116  0.283
H 11.2481 -1.1607 5.5843  0.286
H 15.1924 -0.7091 -1.9051  0.493
H 7.1047 -4.6695 1.3058  0.447
H 7.3441 -8.0192 3.2081  0.351
H 12.5798 -0.3927 0.3382  -0.244
H 12.3332 -1.8311 2.9932  0.160
H 12.1939 -1.9871 -7.1275  0.355
H 14.1194 -0.6311 -8.0844  0.423
H 8.1269 -1.9062 9.6722  0.307
H 8.6050 -2.1905 3.7944  0.522
H 11.2314 -6.2175 5.7858  0.684
H 15.3583 -2.5097 -2.1507  0.348
H 13.3445 -5.6065 4.2248  0.228
H 14.5893 0.1846 -6.6095  0.210
H 9.1694 -9.5706 -1.2865  0.371
H 12.7359 4.6879 0.0028  0.278
H 9.5134 -8.1473 -0.2346  0.253
H 6.3789 -3.0207 6.3319  0.332
H 8.2271 -11.1116 0.5931  0.344
H 9.9430 -3.4233 4.1335  0.041
H 17.1179 -1.7907 -6.3483  0.304
H 14.5910 3.1659 -0.4397  0.294
H 6.4829 -6.5160 3.5107  0.283
H 12.8655 -3.6207 -6.6745  0.336
H 17.6460 -4.4330 -4.7857  0.343
H 16.5033 -4.8872 -6.0075  0.296
H 8.8512 -0.4999 -4.5683  0.244
H 4.8305 -5.7072 0.0601  0.339
H 5.9870 -3.9112 7.8482  0.406
H 15.2090 -6.1635 1.8567  0.369
H 7.2336 -5.3918 -0.2175  0.364
H 9.2525 -5.6985 8.6446  0.320
H 13.9215 -1.6693 -1.5961  0.264
H 7.0936 -4.4495 6.6036  0.345
H 6.5045 -2.1094 9.1933  0.361
H 13.3536 0.2703 -2.9437  0.123
H 8.3049 -3.6465 4.6229  0.063
H 5.9754 -9.0991 -2.1791  0.360
H 9.8095 -5.5401 4.8994  0.239
H 8.6855 -10.0310 1.8502  0.311
H 18.2376 -2.3607 -5.2439  0.376
H 9.8767 -0.5958 4.6777  0.406
H 15.6236 -1.0948 -7.4482  0.330
H 7.5225 1.3168 -4.0084  0.265
H 7.6072 -0.9533 8.3453  0.298
H 12.7024 -0.6144 -4.4376  0.337
H 10.4696 -6.6523 7.9150  0.435
H 9.9230 -0.2845 6.3183  0.282
H 11.6305 3.3105 0.1737  0.250
H 15.7312 -5.8556 3.6019  0.333
H 8.3292 -8.0976 -1.5937  0.302
H 15.9806 -5.0293 -4.3535  0.291
H 10.9793 -5.0321 8.7028  0.356
H 3.6292 -6.9285 -0.3826  0.402
H 14.0962 0.4864 -4.5861  0.010

Forces on the atoms, in the same order (eV/Å):
0.4322 0.3491 -0.1343
-0.6157 -1.5319 0.5256
0.1330 -0.7373 -1.6117
-1.7307 -0.0910 1.3621
0.8894 1.4754 -0.0071
-0.5190 -1.1770 0.8741
0.4220 0.2350 0.6061
-3.2376 -1.1162 0.2785
-3.4604 4.2748 0.0866
0.8601 0.7588 -1.6684
1.4848 0.2958 0.0009
0.4677 -0.7261 1.6705
-0.3803 -0.9653 -2.1312
1.9464 3.2847 1.0640
-0.4893 -4.0557 -3.3867
2.2557 -0.9503 1.0532
-1.6258 -0.1891 0.1691
-2.7834 -0.2763 -0.4679
0.8133 -1.1237 0.6853
2.1022 3.8463 3.4050
-0.5410 0.0695 -0.3210
-0.9090 -1.7640 -0.6069
1.4745 -0.5472 1.1027
-1.0922 -0.4618 -2.7171
2.0306 -1.3180 -1.0226
-0.3353 -1.4575 0.0787
-1.2486 -1.4677 0.1201
1.1237 -0.8294 -0.6165
-1.6959 1.4393 0.0152
-1.1325 0.9825 -1.1034
1.2701 1.1707 0.9207
-0.3672 -0.0488 -1.0871
1.0519 1.8891 -0.1456
-0.8157 -7.2563 -4.2704
2.5813 5.5905 3.0730
0.6299 0.1908 1.0368
0.5993 -0.6359 -0.4808
-0.5254 -1.4859 -0.9941
-1.5993 -0.0450 -0.5190
-0.0989 -1.2902 0.9158
0.2234 1.1013 0.8562
0.3820 -1.2422 -1.6851
0.3272 -0.0409 0.4748
0.5197 0.4075 -0.4404
1.6812 0.4488 0.7021
-0.7904 0.1054 0.6226
0.1552 1.1913 0.0422
0.0289 -1.8449 0.8149
1.1860 0.4080 0.4892
0.9144 -4.0122 -0.0350
-2.7288 3.0163 -2.4250
-0.1830 0.3073 0.8341
0.2996 0.5646 -1.3360
2.4259 -0.8197 -0.3570
0.3055 2.4474 0.7222
0.3204 -0.2446 -1.2910
0.4310 -0.5232 0.6171
-1.4321 0.4675 -0.3663
0.0917 1.5363 1.5348
-0.4450 0.3664 -0.8189
-2.6203 0.3721 1.1500
-0.2336 -0.5852 0.1386
-0.0058 0.1414 0.1958
-0.0534 -0.2575 0.8112
0.7800 -0.2636 -0.4485
0.0253 -0.0308 0.3058
0.0341 0.3111 0.5549
0.0758 0.5702 -0.2198
0.2455 -0.4254 0.1952
0.9999 0.6176 -0.1523
-0.3256 -0.3485 0.0387
0.2385 0.0271 -1.2566
0.2809 -0.0684 0.0856
1.0324 -0.1033 0.1931
-0.0936 0.1369 0.3539
0.0517 -0.0139 -0.1903
0.0972 0.1411 0.2650
-0.2461 -0.4653 -0.1258
-0.3557 -0.5582 -0.5575
-0.6026 -0.2463 0.2976
0.3712 -0.2828 -0.0857
0.5908 0.3455 0.1719
-0.6086 -0.3875 0.7058
0.1138 0.2562 -0.3518
-0.0440 0.7240 -0.1031
0.5043 0.0332 -0.0921
-0.1929 -0.3124 0.5642
0.1819 -0.1428 0.5203
0.0136 -0.0464 -0.0717
-0.3906 0.9464 0.3158
0.2779 0.3187 -0.8448
-0.1610 0.3178 -1.0383
-0.1871 -0.3487 -0.5003
-0.2041 -0.0737 0.0597
0.1642 0.1317 0.4033
-0.2514 0.3590 0.5709
0.0390 -0.5813 0.2997
-0.2975 0.4753 -0.5158
0.0047 -0.0322 0.1117
-0.2281 0.3955 -0.4910
0.0903 0.2590 0.1379
0.3096 0.6369 0.0570
-0.2946 -0.9139 -0.0179
0.3719 0.0052 1.1701
-0.9258 -0.6587 -0.6244
0.2838 -0.5400 0.4191
-0.1290 -0.1046 -0.5486
-0.3745 0.1788 -0.3626
-0.0729 -0.1759 0.3591
0.1627 0.3888 -0.1731
0.1380 -0.1286 0.0941
-0.0381 0.7316 0.0208
-0.0441 -0.2136 0.7607
-0.1157 -0.4007 -0.2715
0.2657 0.6173 0.1793
0.4915 0.9520 0.6240
-0.4790 0.1774 -0.1650
-0.5760 0.7864 0.2906
0.5359 0.2263 0.0588
-0.0390 -0.3525 0.6060
0.4158 -0.5044 0.0883
0.2333 -0.2597 -0.3373
0.1379 0.3291 0.1628
0.2298 0.0662 0.1103
0.0864 -0.6846 0.6008
-0.2674 -0.0127 0.5954
-0.4946 0.6031 0.1947

As for the max |F|: 8.5 eV Å⁻¹. The HOMO-LUMO gap is 8.07 eV. As for the total energy: -115038.184 eV. Its SMILES is CN(C)P(=O)(N(C)C)N(C)C.CN(C)P(=O)(N(C)C)N(C)C.CN(C)P(=O)(N(C)C)N(C)C.O=C1OC[C@@H](F)O1.O=C1OC[C@@H](F)O1.O=C1OC[C@@H](F)O1.O=C1OC[C@@H](F)O1. As for the charge: 0.

***

Computed, not measured: an isolated molecule of C20H25N3O2S in a non-equilibrium geometry, with ωB97M-V/def2-TZVPD.

Last column: natural (NBO) charge in e.
Atoms and positions in Å:
S 4.1908 -1.3679 -0.1551  0.410
O 2.6685 3.3814 -0.9854  -0.626
O -4.0794 0.5891 0.5324  -0.496
N 3.4166 1.7794 0.4157  -0.617
N -1.0024 -1.0321 0.6734  -0.318
N -2.3287 -0.9007 0.7232  -0.152
C 5.5615 -0.3015 -0.1234  -0.189
C 4.8106 2.0725 0.2100  -0.215
C 1.0612 1.8971 -0.0512  -0.131
C -3.1709 -2.0295 1.0179  -0.221
C -3.9990 -2.4985 -0.1833  -0.402
C 5.0499 -2.5668 0.7302  -0.415
C 6.6008 -0.8730 0.5420  -0.262
C -2.7489 0.3567 0.4887  0.469
C 0.0022 2.8293 -0.1932  -0.205
C -0.5343 0.1848 0.3931  0.192
C 2.4390 2.4212 -0.2731  0.658
C 5.4887 1.0559 -0.7307  -0.444
C 6.3104 -2.1688 1.0284  -0.251
C -4.5128 1.9243 0.3325  -0.058
C -1.3058 2.4753 -0.0413  -0.183
C -3.2237 -3.3502 -1.1889  -0.391
C 0.8027 0.5781 0.2278  -0.209
C -1.6067 1.1338 0.2629  -0.229
C -2.1445 -2.5808 -1.9410  -0.622
C -6.0266 1.9426 0.4643  -0.620
H -3.8483 -1.7376 1.8267  0.214
H -6.3188 1.6001 1.4533  0.215
H -4.8316 -3.0901 0.2033  0.210
H 1.5718 -0.1762 0.2889  0.218
H 4.9216 1.0238 -1.6631  0.227
H -6.4731 1.2845 -0.2763  0.215
H 7.5515 -0.3880 0.6760  0.221
H 4.5611 -3.4894 0.9712  0.236
H -2.7680 -4.1944 -0.6667  0.193
H -2.5659 -1.6974 -2.4172  0.198
H -6.3962 2.9523 0.3128  0.218
H 6.4995 1.4053 -0.9482  0.225
H -4.0531 2.5789 1.0840  0.178
H -1.7087 -3.2089 -2.7146  0.208
H 0.2727 3.8451 -0.4374  0.235
H -4.2110 2.2641 -0.6666  0.177
H -2.0849 3.2130 -0.1587  0.211
H 5.3261 2.0863 1.1749  0.196
H 7.0135 -2.7731 1.5732  0.224
H 4.8560 3.0652 -0.2441  0.239
H -3.9391 -3.7560 -1.9089  0.200
H 3.1831 0.9593 0.9513  0.403
H -1.3488 -2.2688 -1.2705  0.226
H -2.5097 -2.8256 1.3642  0.230
H -4.4190 -1.6244 -0.6832  0.210

Forces on the atoms, in the same order (eV/Å):
0.6023 -0.0051 0.1257
-0.0911 0.1385 -0.1674
0.3514 -0.4096 0.0799
0.0702 -0.2692 0.1602
0.8026 -0.4023 0.1475
-0.0535 0.8340 -0.0973
-0.2239 -0.2023 -0.0899
0.2382 0.1301 -0.2938
-0.2423 -0.5449 0.0033
-0.5699 -0.3645 0.0066
0.2087 -0.2058 0.0123
-0.2613 0.0851 -0.1123
-0.1152 0.1680 -0.1373
-0.0579 -0.0524 0.0158
-0.3672 0.2732 -0.0387
-1.1814 0.0906 0.0840
0.1990 -0.0742 0.2099
-0.1548 0.2812 0.2083
-0.1215 -0.2073 0.0797
-0.2576 0.4912 -0.0661
0.1900 0.3376 -0.0684
-0.0672 0.2348 -0.0411
0.3590 0.4137 -0.1126
0.0942 -0.4717 0.0437
-0.0284 -0.2014 0.0499
0.4407 -0.1397 -0.0133
0.1381 -0.0611 -0.0203
-0.0585 0.0022 0.0910
-0.0546 0.0634 0.0374
0.1376 -0.0496 0.0257
0.0903 0.0868 -0.0536
-0.0741 -0.0286 -0.0756
0.1708 0.1397 -0.0185
-0.0366 -0.2258 0.0825
-0.0464 -0.1048 0.0038
-0.0121 0.1331 -0.0763
-0.0587 0.0990 -0.0133
-0.0032 -0.0299 -0.0627
0.0046 -0.0887 -0.1076
0.0664 -0.0079 -0.1124
-0.0092 0.0739 -0.0358
0.0268 -0.0445 0.1325
-0.0077 0.0838 -0.0076
-0.0236 0.0315 -0.1007
0.0882 -0.1362 0.0937
0.0438 -0.0928 0.1430
0.0134 -0.0855 0.0449
-0.0806 0.1318 0.0305
0.0731 0.0563 -0.0507
-0.0465 0.1282 0.0476
-0.1043 -0.0019 0.0140

As for the max |F|: 1.2 eV Å⁻¹. The HOMO-LUMO gap is 8.27 eV. As for the total energy: -40546.368 eV. Its SMILES is CCCCn1nc2cc(C(=O)NCCc3cccs3)ccc2c1OCC. As for the charge: 0.

***

Computed, not measured: a cluster of 2 separate species, C24H34N3O in total in a non-equilibrium geometry, with ωB97M-V/def2-TZVPD.

Last column: natural (NBO) charge in e.
Atoms and positions in Å:
O 0.2592 3.9082 4.0530  -0.498
N -4.9808 1.0391 0.0869  -0.447
N 1.0962 3.0168 1.6392  -0.293
N 2.6677 -5.0753 -1.8420  -0.425
C -5.4772 1.0049 1.4423  -0.407
C 0.0755 -2.5043 -1.4560  -0.169
C 3.8254 -5.2616 -0.9878  -0.396
C 0.6266 4.9517 3.1717  -0.083
C 2.0346 -3.8640 -1.8766  0.239
C 1.2346 2.8849 4.1035  -0.081
C 1.6539 1.2415 0.0245  -0.404
C 2.8245 -2.6946 -1.9973  -0.272
C 2.1909 -1.4714 -2.0594  -0.144
C -3.1120 1.3599 -1.3504  -0.274
C 2.0245 -6.2595 -2.3667  -0.409
C 0.4050 0.0695 -1.3434  -0.053
C 0.8612 -1.3063 -1.5943  -0.110
C 0.8340 4.4745 1.7504  -0.253
C 1.3668 2.1526 2.7706  -0.261
C 1.1820 2.5250 0.3778  0.277
C 0.6310 -3.7393 -1.7681  -0.266
C -2.8555 -0.0310 0.6455  -0.308
C 3.0763 1.1158 -0.4715  -0.629
C -5.9714 1.0504 -0.9863  -0.401
C -1.5548 -0.3494 0.2471  -0.199
C -1.7571 1.2476 -1.5892  -0.176
C -0.9747 0.3061 -0.8753  -0.093
C -3.6611 0.7756 -0.1799  0.290
H 3.7985 1.8741 -0.0751  0.221
H 1.1082 3.2832 -0.4176  0.200
H 2.3982 1.7940 2.6631  0.227
H 3.3878 0.1059 -0.1456  0.247
H 1.2637 0.3864 0.5875  0.236
H -6.4397 1.5218 1.4648  0.217
H -5.5973 -0.0303 1.7932  0.185
H 0.8540 2.2157 4.8789  0.221
H 4.5022 -5.9528 -1.5003  0.207
H -6.4555 0.0553 -1.0818  0.193
H -1.2758 1.8177 -2.3771  0.212
H -5.4863 1.2749 -1.9452  0.210
H -0.1743 5.6896 3.2257  0.220
H 1.5493 5.4222 3.5171  0.174
H -0.9545 -2.4461 -1.1022  0.231
H 2.7216 -0.5860 -2.4031  0.211
H -3.2936 -0.4262 1.5516  0.226
H 3.9117 -2.7458 -2.0696  0.227
H -0.0377 4.7655 1.1397  0.229
H 2.7825 -7.0390 -2.4933  0.218
H 1.2031 -6.6319 -1.7406  0.186
H 1.5840 -6.0408 -3.3469  0.211
H -6.7560 1.8048 -0.7965  0.207
H -3.7056 1.9896 -2.0216  0.225
H -4.7923 1.5295 2.1221  0.205
H 3.5392 -5.6801 -0.0039  0.192
H 4.3315 -4.3032 -0.8069  0.209
H 1.7120 4.9939 1.3412  0.218
H -0.9983 -1.1021 0.8254  0.222
H 2.1966 3.3154 4.4089  0.175
H 0.6994 1.2680 2.7856  0.232
H 3.1600 1.2130 -1.5864  0.210
H 0.0276 -4.6509 -1.7779  0.228
H 0.7104 0.7480 -2.1816  0.216

Forces on the atoms, in the same order (eV/Å):
-0.1678 0.0348 -0.3643
-0.4021 0.4938 0.0363
-0.8592 -0.5412 -3.2500
0.0705 -0.2186 -0.2851
0.0892 -0.3580 -0.0076
0.6488 0.8700 -0.0808
0.0513 -0.0297 -0.0584
0.0506 -0.1381 0.8160
0.2584 0.4481 0.2969
-0.3595 0.5416 0.2664
-1.5844 -2.5185 -0.0903
-0.4697 0.3501 -0.1665
-0.1145 0.0501 0.5696
0.7554 0.2906 0.1517
-0.3163 0.0415 -0.0435
-0.3485 1.1156 -1.3943
0.1620 -0.6144 0.2606
-0.1551 0.2939 -0.5621
0.0305 -0.7836 0.7442
0.8519 1.2904 1.5811
0.0585 0.0483 0.3010
0.1971 0.2077 -0.4720
0.5991 0.2453 -0.7614
-0.0472 -0.1760 -0.0362
0.1341 0.5799 -0.3539
-0.0176 -0.9502 0.2806
-0.1404 0.0439 0.5666
-0.1638 0.2293 -0.8635
-0.6896 -0.6218 0.0173
0.0189 -0.0142 0.4522
-0.1896 -0.1601 -0.0271
0.2135 0.6229 -0.4613
0.9333 0.7279 0.9960
0.1006 -0.1815 0.1002
-0.2119 0.1617 0.1804
0.4337 -0.0913 -0.1606
0.1243 0.1491 0.3213
0.1277 0.4333 0.0389
-0.1714 -0.1026 -0.1225
-0.3638 -0.0909 0.3767
0.1177 -0.0547 -0.0929
0.0794 0.0453 0.2354
0.2506 -0.0166 -0.3598
0.0814 -0.2836 0.2914
0.1402 -0.2137 -0.0407
-0.4096 -0.1117 -0.4076
0.3521 -0.5305 0.1482
-0.2472 0.0940 0.0630
0.2064 -0.1533 0.1431
0.1697 -0.0183 0.1103
0.4101 -0.2987 -0.0502
0.2330 -0.1974 0.5421
-0.1018 -0.1392 -0.1766
0.1109 0.0567 -0.3197
-0.1159 -0.4597 -0.0945
-0.2517 -0.1528 -0.0368
-0.1229 0.4998 -0.2944
-0.0286 -0.0676 0.0479
0.2510 0.6233 -0.3247
-0.0275 -0.1721 0.8550
0.1080 0.4396 0.1553
-0.3423 -0.5678 0.8135

As for the max |F|: 3.4 eV Å⁻¹. The HOMO-LUMO gap is 5.87 eV. As for the total energy: -31947.155 eV. As for the charge: +1.

***

Question: The highest max |F| belongs to which entry?
Answer: C30H66F4N9O15P3

***

Question: Which of these has the lowest max |F|?
Answer: C20H25N3O2S

***

Question: Which formula does entry 1 have?
Answer: C30H66F4N9O15P3